(1)
The following is a DFT calculation (ωB97M-V with the def2-TZVPD basis set) of C17H47Br4FeO17P4 as an isolated structure.

Computed properties:
* strongest force on any atom: 0.108 hartree/bohr
* HOMO-LUMO gap (spin up / spin down): 0.1732 / 0.0719 Eh
* 2S+1: 7
* charge: +3

Element x y z (Å)
Fe (2.043, 2.128, -1.247)
C (-0.460, -0.093, -0.375)
O (0.327, 1.057, -0.731)
H (-0.029, -1.058, -0.112)
H (-1.117, -0.009, 0.491)
H (-1.103, -0.412, -1.196)
Br (-3.047, -0.864, 3.459)
C (-2.644, -2.421, 2.275)
C (-1.384, -3.088, 2.832)
Br (-0.825, -4.601, 1.663)
H (-2.325, -2.066, 1.295)
H (-3.542, -3.039, 2.285)
H (-1.379, -3.366, 3.886)
H (-0.525, -2.419, 2.793)
Br (1.007, -4.293, -1.879)
C (2.413, -3.358, -0.788)
C (3.830, -3.708, -1.219)
Br (5.264, -3.907, 0.189)
H (2.157, -3.680, 0.221)
H (2.244, -2.284, -0.870)
H (4.168, -2.962, -1.937)
H (3.728, -4.597, -1.842)
C (1.204, 6.301, -3.688)
O (0.247, 6.177, -2.635)
P (-0.281, 4.754, -2.159)
O (0.815, 3.788, -1.755)
O (-1.521, 5.094, -1.083)
C (-2.310, 3.959, -0.599)
O (-1.050, 4.310, -3.585)
C (-2.175, 5.086, -4.087)
H (2.269, 6.257, -3.463)
H (0.849, 7.262, -4.060)
H (0.915, 5.774, -4.598)
H (-3.322, 4.201, -0.925)
H (-2.360, 4.069, 0.484)
H (-2.038, 2.968, -0.962)
H (-3.058, 4.989, -3.456)
H (-2.492, 4.572, -4.994)
H (-1.900, 6.116, -4.316)
C (4.582, -4.390, 4.581)
O (3.524, -3.696, 5.190)
P (1.949, -3.994, 4.843)
O (0.894, -3.131, 5.500)
O (1.930, -3.769, 3.230)
C (2.251, -2.539, 2.725)
O (1.784, -5.576, 5.109)
C (0.751, -6.235, 4.443)
H (5.140, -3.701, 3.947)
H (4.173, -5.248, 4.048)
H (5.314, -4.889, 5.217)
H (2.162, -1.660, 3.363)
H (1.448, -2.326, 2.019)
H (3.163, -2.538, 2.129)
H (-0.084, -5.634, 4.080)
H (0.312, -6.964, 5.123)
H (1.271, -6.768, 3.647)
C (-3.979, -2.762, -1.369)
O (-3.495, -2.077, -2.564)
P (-3.376, -2.809, -4.032)
O (-3.601, -4.286, -4.171)
O (-1.904, -2.378, -4.503)
C (-1.432, -1.009, -4.481)
O (-4.312, -1.921, -5.114)
C (-3.898, -1.932, -6.448)
H (-3.510, -2.319, -0.490)
H (-4.077, -3.847, -1.383)
H (-4.978, -2.328, -1.324)
H (-0.940, -0.657, -3.574)
H (-2.214, -0.259, -4.604)
H (-0.719, -0.810, -5.281)
H (-4.696, -2.084, -7.174)
H (-3.078, -2.645, -6.546)
H (-3.582, -0.910, -6.658)
C (1.628, 6.243, 0.668)
O (1.981, 5.348, 1.770)
P (1.432, 3.841, 1.837)
O (1.785, 3.105, 0.631)
O (-0.129, 3.935, 2.141)
C (-0.778, 4.750, 3.119)
O (2.217, 3.219, 3.158)
C (2.703, 1.868, 3.192)
H (0.599, 6.536, 0.876)
H (1.554, 5.612, -0.218)
H (2.295, 7.083, 0.476)
H (-1.184, 4.302, 4.026)
H (-1.576, 5.237, 2.558)
H (-0.288, 5.660, 3.466)
H (3.273, 1.676, 4.102)
H (3.354, 1.713, 2.332)
H (1.764, 1.328, 3.075)

---

(2)
The following is a DFT calculation (ωB97M-V with the def2-TZVPD basis set) of C17H47FeN13O9 as an isolated structure.

Computed properties:
* strongest force on any atom: 0.039 hartree/bohr
* HOMO-LUMO gap (spin up / spin down): 0.2936 / 0.2849 Eh
* 2S+1: 5
* energy relative to the best compared isomer or geometry (same formula, charge and spin): 0.0 kJ/mol

Element x y z (Å)
Fe (13.566, -12.534, -6.670)
O (14.926, -11.928, -5.213)
C (15.983, -11.274, -5.841)
C (15.837, -11.068, -7.362)
O (14.867, -11.856, -8.013)
H (16.923, -11.811, -5.600)
H (16.177, -10.277, -5.398)
H (16.822, -11.307, -7.801)
H (15.683, -10.001, -7.577)
C (20.175, -11.170, -7.913)
C (20.225, -9.763, -7.312)
C (19.977, -9.823, -5.802)
C (21.146, -10.396, -4.992)
C (22.428, -9.631, -5.253)
C (22.743, -9.443, -6.748)
N (21.505, -9.078, -7.470)
O (21.804, -8.936, -8.863)
C (23.669, -8.234, -6.867)
C (23.401, -10.707, -7.285)
C (19.125, -8.862, -7.897)
H (19.159, -11.442, -8.220)
H (20.654, -11.966, -7.360)
H (20.616, -11.044, -8.913)
H (19.670, -8.865, -5.359)
H (19.085, -10.440, -5.617)
H (21.232, -11.432, -5.344)
H (20.853, -10.472, -3.944)
H (23.256, -10.243, -4.881)
H (22.460, -8.709, -4.672)
H (23.105, -7.321, -6.681)
H (24.502, -8.292, -6.161)
H (24.147, -8.168, -7.848)
H (24.303, -10.923, -6.698)
H (22.760, -11.581, -7.172)
H (23.747, -10.674, -8.317)
H (19.299, -7.838, -7.590)
H (18.179, -9.266, -7.515)
H (19.019, -9.030, -8.971)
H (21.820, -7.979, -8.954)
C (15.840, -12.769, -1.768)
O (15.669, -13.339, -0.697)
N (15.950, -11.404, -1.846)
N (15.897, -13.423, -2.978)
H (15.927, -10.914, -0.973)
H (16.169, -10.977, -2.727)
H (15.600, -12.849, -3.766)
H (15.918, -14.424, -2.974)
C (19.007, -14.425, -5.685)
O (19.716, -15.410, -5.765)
N (18.329, -13.889, -6.759)
N (18.918, -13.687, -4.528)
H (17.559, -13.272, -6.570)
H (18.481, -14.318, -7.649)
H (18.401, -12.829, -4.460)
H (19.413, -14.022, -3.724)
C (16.244, -13.761, -10.982)
O (16.523, -14.484, -11.922)
N (16.917, -13.786, -9.778)
N (15.240, -12.849, -10.992)
H (16.702, -13.006, -9.180)
H (17.788, -14.282, -9.815)
H (14.964, -12.309, -10.183)
H (14.698, -12.603, -11.798)
C (13.425, -8.535, -9.891)
O (12.987, -7.723, -10.680)
N (13.952, -9.766, -10.230)
N (13.436, -8.407, -8.519)
H (14.209, -10.335, -9.436)
H (13.744, -10.091, -11.154)
H (13.238, -7.564, -8.017)
H (13.781, -9.212, -8.032)
C (12.217, -9.799, -5.559)
O (12.400, -10.766, -6.297)
N (11.094, -9.040, -5.620)
N (13.083, -9.606, -4.523)
H (10.373, -9.301, -6.267)
H (10.859, -8.414, -4.873)
H (12.953, -8.868, -3.858)
H (13.869, -10.248, -4.527)
C (11.779, -13.505, -4.170)
O (11.995, -13.132, -5.333)
N (10.535, -13.906, -3.806)
N (12.703, -13.554, -3.184)
H (9.814, -13.880, -4.503)
H (10.426, -14.448, -2.969)
H (12.415, -13.325, -2.246)
H (13.670, -13.346, -3.373)

---

(3)
The following is a DFT calculation (ωB97M-V with the def2-TZVPD basis set) of a 11-piece molecular cluster, C17H48Br2NO14 overall.

Computed properties:
* strongest force on any atom: 0.034 hartree/bohr
* HOMO-LUMO gap: 0.2403 Eh
* charge: -1
* energy relative to the best compared isomer or geometry (same formula, charge and spin): 36.2 kJ/mol

Element x y z (Å)
C (3.365, -3.986, 2.974)
C (3.512, -2.504, 2.554)
C (2.219, -1.781, 2.966)
C (1.021, -2.111, 2.125)
O (0.869, -3.018, 1.387)
Br (-0.510, -0.857, 2.378)
N (4.711, -2.010, 3.231)
C (4.942, -0.583, 3.068)
C (6.295, -0.242, 2.425)
O (6.586, 0.904, 2.275)
Br (7.481, -1.650, 1.835)
C (3.778, -2.488, 1.025)
O (3.194, -1.647, 0.306)
O (4.558, -3.344, 0.638)
H (4.373, -4.358, 3.121)
H (2.839, -4.074, 3.930)
H (2.846, -4.552, 2.214)
H (2.299, -0.698, 3.016)
H (1.965, -2.106, 3.979)
H (4.627, -2.202, 4.222)
H (4.208, -0.074, 2.450)
H (4.981, -0.128, 4.055)
C (8.762, 2.805, -0.262)
O (7.405, 3.237, -0.349)
H (9.304, 3.198, -1.120)
H (9.224, 3.179, 0.656)
H (8.809, 1.715, -0.276)
H (6.940, 2.877, 0.416)
C (-1.111, -6.017, 1.424)
O (-0.136, -5.802, 0.418)
H (-1.479, -7.037, 1.327)
H (-0.672, -5.890, 2.419)
H (-1.949, -5.323, 1.306)
H (0.177, -4.897, 0.519)
C (-4.140, -1.762, 0.669)
O (-3.931, -0.587, 1.455)
H (-3.931, -2.628, 1.295)
H (-5.170, -1.807, 0.318)
H (-3.460, -1.764, -0.187)
H (-4.113, 0.170, 0.894)
C (-7.815, -2.628, -1.104)
O (-6.507, -2.129, -1.367)
H (-8.174, -2.202, -0.170)
H (-8.493, -2.341, -1.912)
H (-7.789, -3.715, -1.013)
H (-6.218, -2.522, -2.197)
C (8.148, 5.336, 2.415)
O (7.138, 5.529, 1.434)
H (7.794, 5.756, 3.354)
H (8.349, 4.270, 2.556)
H (9.072, 5.844, 2.123)
H (7.463, 5.149, 0.606)
C (5.210, 6.933, -0.858)
O (4.728, 8.193, -1.342)
H (5.579, 7.070, 0.154)
H (4.402, 6.200, -0.848)
H (6.025, 6.574, -1.491)
H (4.408, 8.052, -2.235)
C (-6.993, -1.958, -5.310)
O (-6.967, -3.236, -4.671)
H (-7.751, -1.350, -4.824)
H (-6.022, -1.467, -5.215)
H (-7.246, -2.075, -6.368)
H (-6.294, -3.762, -5.109)
C (-10.599, -2.806, -4.714)
O (-11.122, -1.557, -5.164)
H (-10.217, -2.675, -3.705)
H (-11.388, -3.564, -4.705)
H (-9.786, -3.129, -5.367)
H (-11.455, -1.686, -6.055)
C (-9.598, -5.004, 1.581)
O (-10.164, -4.356, 0.445)
H (-8.563, -4.684, 1.668)
H (-10.136, -4.725, 2.490)
H (-9.627, -6.089, 1.458)
H (-11.078, -4.642, 0.373)
C (5.016, 11.744, -2.270)
O (5.926, 11.442, -1.223)
H (5.256, 12.732, -2.657)
H (5.111, 11.009, -3.075)
H (3.992, 11.746, -1.888)
H (5.697, 10.565, -0.895)

---

(4)
The following is a DFT calculation (ωB97M-V with the def2-TZVPD basis set) of a 11-piece molecular cluster, C17H48Br2NO14 overall.

Computed properties:
* strongest force on any atom: 0.028 hartree/bohr
* HOMO-LUMO gap: 0.2484 Eh
* charge: -1
* energy relative to the best compared isomer or geometry (same formula, charge and spin): 0.0 kJ/mol

Element x y z (Å)
C (3.452, -3.995, 2.820)
C (3.575, -2.513, 2.442)
C (2.300, -1.776, 2.856)
C (1.110, -2.091, 2.026)
O (0.909, -3.004, 1.327)
Br (-0.366, -0.784, 2.291)
N (4.756, -1.995, 3.137)
C (5.002, -0.578, 2.961)
C (6.335, -0.239, 2.329)
O (6.670, 0.880, 2.141)
Br (7.485, -1.693, 1.822)
C (3.834, -2.391, 0.907)
O (3.230, -1.441, 0.351)
O (4.669, -3.211, 0.439)
H (4.455, -4.384, 2.936)
H (2.933, -4.112, 3.770)
H (2.932, -4.546, 2.052)
H (2.404, -0.700, 2.890)
H (2.025, -2.081, 3.867)
H (4.669, -2.200, 4.124)
H (4.276, -0.089, 2.319)
H (5.033, -0.077, 3.924)
C (8.703, 2.724, -0.182)
O (7.339, 3.129, -0.283)
H (9.241, 3.143, -1.030)
H (9.157, 3.091, 0.743)
H (8.782, 1.636, -0.211)
H (6.866, 2.744, 0.465)
C (-1.210, -5.828, 1.539)
O (-0.240, -5.726, 0.513)
H (-1.630, -6.832, 1.496)
H (-0.764, -5.677, 2.528)
H (-2.019, -5.103, 1.400)
H (0.125, -4.835, 0.562)
C (-4.023, -1.605, 0.678)
O (-3.795, -0.414, 1.435)
H (-3.818, -2.448, 1.334)
H (-5.051, -1.658, 0.323)
H (-3.343, -1.648, -0.177)
H (-3.964, 0.334, 0.858)
C (-7.741, -2.526, -1.127)
O (-6.429, -2.041, -1.400)
H (-8.103, -2.068, -0.211)
H (-8.420, -2.266, -1.943)
H (-7.730, -3.610, -0.998)
H (-6.139, -2.464, -2.215)
C (7.956, 5.227, 2.521)
O (6.968, 5.396, 1.516)
H (7.559, 5.638, 3.446)
H (8.184, 4.168, 2.679)
H (8.879, 5.757, 2.268)
H (7.317, 5.023, 0.695)
C (5.058, 6.740, -0.822)
O (4.555, 7.989, -1.316)
H (5.398, 6.892, 0.196)
H (4.275, 5.979, -0.826)
H (5.899, 6.396, -1.429)
H (4.257, 7.844, -2.217)
C (-6.896, -1.993, -5.313)
O (-6.876, -3.251, -4.634)
H (-7.658, -1.379, -4.842)
H (-5.930, -1.489, -5.231)
H (-7.147, -2.130, -6.368)
H (-6.202, -3.796, -5.048)
C (-10.480, -2.854, -4.690)
O (-11.011, -1.613, -5.157)
H (-10.099, -2.693, -3.686)
H (-11.258, -3.622, -4.660)
H (-9.662, -3.189, -5.331)
H (-11.347, -1.752, -6.046)
C (-9.529, -4.790, 1.617)
O (-10.098, -4.184, 0.460)
H (-8.496, -4.460, 1.680)
H (-10.053, -4.481, 2.526)
H (-9.547, -5.880, 1.544)
H (-11.012, -4.468, 0.395)
C (4.769, 11.524, -2.228)
O (5.663, 11.239, -1.162)
H (5.002, 12.519, -2.599)
H (4.895, 10.802, -3.040)
H (3.733, 11.505, -1.880)
H (5.448, 10.356, -0.843)

---

(5)
The following is a DFT calculation (ωB97M-V with the def2-TZVPD basis set) of a 13-piece molecular cluster, C17H48F13N2O19PS2 overall.

Computed properties:
* strongest force on any atom: 0.075 hartree/bohr
* HOMO-LUMO gap: 0.3049 Eh

Element x y z (Å)
C (-0.951, 2.751, -2.122)
C (-1.235, 1.300, -1.716)
N (-0.621, 1.010, -0.432)
C (-0.469, -0.361, 0.005)
C (0.933, -0.930, -0.379)
C (0.831, -2.036, -1.443)
C (2.061, -2.100, -2.335)
O (2.188, -3.393, -2.910)
C (2.851, -3.429, -4.132)
C (4.383, -3.272, -4.034)
F (4.798, -3.515, -2.787)
F (4.960, -4.182, -4.862)
C (4.939, -1.909, -4.501)
F (4.438, -0.936, -3.708)
F (4.471, -1.686, -5.744)
C (6.488, -1.756, -4.551)
F (7.056, -2.496, -3.594)
F (6.922, -2.198, -5.737)
C (6.910, -0.273, -4.391)
F (7.035, -0.001, -3.083)
F (8.102, -0.092, -4.982)
C (1.905, -1.221, 0.787)
S (2.271, -2.983, 1.154)
O (1.139, -3.771, 1.524)
O (3.141, -3.400, 0.096)
C (3.413, -2.847, 2.629)
F (4.480, -2.140, 2.228)
F (2.853, -2.230, 3.666)
C (3.884, -4.243, 3.124)
F (4.472, -4.943, 2.155)
F (2.823, -4.931, 3.585)
F (4.755, -4.055, 4.127)
O (1.637, -0.434, 1.936)
S (0.241, -0.525, 2.744)
O (0.194, -1.788, 3.420)
O (0.256, 0.665, 3.529)
C (-0.990, -0.507, 1.479)
C (-2.082, 0.549, 1.747)
C (-1.721, 2.024, 1.947)
P (-1.805, -2.296, 1.501)
N (-3.111, -1.904, 0.479)
O (-2.569, -2.299, 2.957)
H (-1.597, 3.459, -1.613)
H (-1.079, 2.824, -3.201)
H (0.104, 2.942, -1.899)
H (-2.312, 1.169, -1.575)
H (-0.911, 0.656, -2.552)
H (0.226, 1.547, -0.288)
H (-1.206, -0.930, -0.566)
H (1.413, -0.085, -0.885)
H (0.618, -3.016, -1.007)
H (-0.024, -1.788, -2.073)
H (2.972, -1.875, -1.770)
H (1.972, -1.338, -3.120)
H (2.708, -4.430, -4.545)
H (2.449, -2.700, -4.844)
H (6.187, 0.413, -4.835)
H (2.909, -0.907, 0.492)
H (-2.676, 0.477, 0.836)
H (-2.743, 0.230, 2.558)
H (-1.810, 2.359, 2.979)
H (-0.717, 2.274, 1.626)
H (-2.403, 2.630, 1.352)
H (-3.930, -1.531, 0.945)
H (-3.371, -2.716, -0.069)
H (-2.087, -1.848, 3.661)
O (-4.005, 3.004, -0.776)
H (-4.054, 3.258, 0.165)
H (-4.927, 2.922, -1.043)
O (-4.097, 2.587, 3.723)
H (-4.843, 3.124, 4.027)
H (-3.735, 2.192, 4.522)
O (-5.132, 5.516, -2.064)
H (-4.546, 4.818, -1.736)
H (-4.537, 6.234, -2.297)
O (-6.478, 4.434, 3.503)
H (-6.845, 5.005, 4.192)
H (-7.234, 4.192, 2.960)
O (-4.395, 3.998, 1.198)
H (-5.138, 4.544, 1.478)
H (-4.091, 3.604, 2.030)
O (-1.150, 5.150, 0.821)
H (-1.460, 5.640, 1.589)
H (-1.960, 4.899, 0.363)
O (2.095, 2.878, 2.684)
H (1.813, 2.003, 2.980)
H (3.042, 2.908, 2.849)
O (-2.426, 4.906, -4.010)
H (-3.193, 5.367, -4.365)
H (-1.702, 5.139, -4.600)
O (1.385, -6.821, 0.814)
H (2.238, -6.658, 0.398)
H (1.084, -5.945, 1.084)
O (-8.603, 5.556, 5.232)
H (-8.852, 6.164, 5.935)
H (-9.424, 5.361, 4.768)
O (-0.457, -2.837, -4.273)
H (0.020, -3.665, -4.152)
H (-0.204, -2.516, -5.144)
O (1.908, -4.099, 6.430)
H (1.690, -3.256, 6.018)
H (2.246, -4.639, 5.708)

---

Question: Which formula does entry 1 have?
Answer: C17H47Br4FeO17P4

---

Question: Look up the strongest force on any atom of the first one.
Answer: 0.108 hartree/bohr

---

Question: Which value of strongest force on any atom does entry 3 give?
Answer: 0.034 hartree/bohr